# 1
# C17H19N3O2S

C17H19N3O2S in the gas phase (the ωB97M-V functional and the def2-TZVPD basis, the OMol25 dataset).

Geometry as XYZ:
```
42
Properties=species:S:1:pos:R:3:lowdin_charge:R:1
C -1.39060 0.14734 -6.22486 -0.101
C -2.01390 1.03323 -5.15450 -0.225
H -1.55806 2.02449 -5.20037 0.115
H -3.08034 1.15841 -5.34693 0.115
C -1.82041 0.47643 -3.73944 -0.313
C -2.22732 1.51848 -2.72823 -0.425
O -2.97254 2.43958 -2.95738 0.102
N -1.73942 1.39398 -1.43134 0.179
C -0.83666 0.56390 -0.83863 -0.344
N -0.61145 0.84372 0.44919 0.190
C 0.24290 0.08620 1.11037 -0.201
C 0.90457 -0.98079 0.48058 -0.067
C 0.60432 -1.17090 -0.86869 -0.017
N -0.25517 -0.41945 -1.52419 0.140
H 1.07629 -1.96721 -1.42890 0.133
C 1.85735 -1.85717 1.18277 -0.357
O 2.46187 -2.74216 0.62171 0.100
C 1.99755 -1.58205 2.66444 -0.067
H 2.94944 -1.98695 3.01169 0.138
C 1.87896 -0.08961 2.97875 -0.329
C 2.10619 0.20295 4.42770 -0.511
C 1.90025 -0.58389 5.51766 -0.129
C 2.19028 0.06974 6.73782 -0.186
C 2.60649 1.34684 6.55997 -0.416
S 2.65853 1.78015 4.89769 1.039
H 2.88903 2.06897 7.29955 0.060
H 2.09081 -0.39730 7.70108 0.101
H 1.56070 -1.60258 5.46859 0.109
C 0.49063 0.40406 2.54744 -0.076
H 0.38422 1.47884 2.70183 0.125
H -0.27650 -0.09148 3.15138 0.145
H 2.63156 0.45434 2.39466 0.151
H 1.19450 -2.12943 3.16756 0.138
H -2.09086 2.10666 -0.79708 0.159
H -0.77206 0.21591 -3.57915 0.121
C -2.67731 -0.76937 -3.48559 -0.041
H -2.42225 -1.54782 -4.19800 0.075
H -3.73297 -0.52833 -3.59085 0.092
H -2.49911 -1.15440 -2.48512 0.066
H -1.88280 -0.82032 -6.27297 0.064
H -0.33413 -0.01315 -6.02060 0.075
H -1.48260 0.62014 -7.19959 0.070
```

Calculated values
highest occupied orbital energy	-9.12	eV
relative energy (zero: lowest compared OMol25 entry of this formula, charge and spin)	43.2	kJ/mol
orbital gap	9.0	eV
DFT total energy	-37339.311	eV
lowest unoccupied orbital energy	-0.1303	eV
structure (SMILES)	CC[C@H](C)C(=O)Nc1ncc2c(n1)C[C@@H](c1cccs1)CC2=O

# 2
# C25H25BrN4O2STi

A molecular structure, C25H25BrN4O2STi (the ωB97M-V functional and the def2-TZVPD basis, the OMol25 dataset).

Geometry as XYZ:
```
59
Properties=species:S:1:pos:R:3:lowdin_charge:R:1
Ti 0.59724 -0.32223 0.83221 0.810
C -1.86786 -3.04446 3.24154 -0.023
C -1.15719 -2.25212 2.19897 -0.257
N -0.15837 -1.47143 2.41752 -0.086
N 0.32031 -1.41162 3.70711 0.013
C 1.50840 -0.84574 3.75656 -0.843
N 2.02337 -0.72096 5.00092 0.073
S 2.49538 -0.27718 2.44756 0.674
C -1.57796 -2.30833 0.78028 -0.201
C -2.48437 -3.26400 0.33164 0.007
C -2.79214 -3.30182 -1.01542 -0.038
C -2.18394 -2.40195 -1.87963 -0.036
C -1.28188 -1.49567 -1.36491 -0.081
N -0.99623 -1.44377 -0.05671 0.022
H -1.61829 -2.65724 4.22414 0.068
H -1.57089 -4.09655 3.21446 0.096
H -2.94809 -3.00521 3.09702 0.083
H 1.53095 -1.15188 5.76392 0.100
H 2.96959 -0.41656 5.12290 0.080
H -2.92923 -3.95881 1.02729 0.112
H -3.49567 -4.03524 -1.38718 0.113
H -2.39429 -2.39926 -2.93935 0.112
H -0.76306 -0.76961 -1.97869 0.129
C -2.83066 1.13063 1.01455 -0.054
C -1.60438 2.05472 1.09004 -0.556
C -1.86963 3.09008 2.19709 -0.054
C -0.38346 1.20739 1.46242 -0.127
C -1.41694 2.79453 -0.23428 -0.177
C -0.18596 2.88895 -0.87038 -0.034
C -0.04659 3.58272 -2.06754 -0.076
C -1.13722 4.20456 -2.65035 -0.101
C -2.37606 4.12789 -2.02190 -0.090
C -2.50928 3.43318 -0.83235 -0.046
H -2.87910 0.51824 1.91905 0.085
H -2.79579 0.46163 0.15436 0.073
H -3.76264 1.69736 0.95427 0.075
H -2.00890 2.58403 3.15534 0.085
H -2.76508 3.67965 1.98635 0.078
H -1.02799 3.77730 2.29748 0.090
H 0.05317 1.54463 2.41220 0.044
H 0.66901 2.39366 -0.42984 0.078
H 0.92384 3.62788 -2.54652 0.095
H -1.02977 4.74362 -3.58286 0.096
H -3.23939 4.61015 -2.46342 0.098
H -3.48166 3.38867 -0.35737 0.103
Br 3.96958 1.84537 -1.69584 0.820
C 4.08329 0.11603 -2.46245 -0.587
C 5.05851 -0.05862 -3.43513 -0.132
C 5.24911 -1.30027 -4.01934 -0.074
C 4.47714 -2.38301 -3.61789 -0.071
C 3.51785 -2.20186 -2.63960 -0.013
C 3.29217 -0.95234 -2.06021 -0.155
C 2.19818 -0.88110 -1.05519 -0.611
O 1.52829 0.21663 -0.91757 -0.182
O 1.88493 -1.86151 -0.35966 -0.033
H 5.67140 0.78219 -3.72717 0.095
H 6.00829 -1.42043 -4.78082 0.106
H 4.62504 -3.35853 -4.06042 0.104
H 2.91492 -3.03241 -2.29723 0.121
```

Calculated values
highest occupied orbital energy (spin up / spin down)	-7.00 / -7.00	eV
relative energy (zero: lowest compared OMol25 entry of this formula, charge and spin)	25.6	kJ/mol
orbital gap (spin up / spin down)	6.5 / 6.5	eV
DFT total energy	-140380.861	eV
lowest unoccupied orbital energy (spin up / spin down)	-0.5249 / -0.5255	eV

# 3
# C3H7NO2

2 unconnected molecules or ions with the total composition C3H7NO2 (the ωB97M-V functional and the def2-TZVPD basis, the OMol25 dataset).

Geometry as XYZ:
```
13
Properties=species:S:1:pos:R:3:lowdin_charge:R:1
C -1.75926 -0.85250 -0.76318 -0.115
N -0.79480 0.19579 -0.49223 -0.004
C -0.21665 0.18313 0.62469 -0.492
O -0.13140 -0.57738 1.68856 0.070
C 0.95659 0.68332 1.31693 -0.124
O 2.22030 0.53869 0.92009 0.069
H -1.42288 -1.44332 -1.62453 0.078
H -1.91586 -1.53031 0.08212 0.074
H -2.71116 -0.39635 -1.04846 0.075
H 0.87906 0.83013 -1.52385 0.054
H 0.94032 1.17206 2.27940 0.150
H 1.29625 1.42968 -1.36654 0.067
H 2.30373 0.16901 0.02689 0.099
```

Calculated values
highest occupied orbital energy	-9.77	eV
relative energy (zero: lowest compared OMol25 entry of this formula, charge and spin)	417.4	kJ/mol
orbital gap	10.6	eV
DFT total energy	-8806.203	eV
lowest unoccupied orbital energy	0.8767	eV
structure (SMILES)	C/N=C1\O[C@H]1O.[H][H]

Q: What is the formula in the second record?
A: C25H25BrN4O2STi